ORCA calculation (the ωB97M-V functional and the def2-TZVPD basis) on a cluster of 2 separate species, C4H7NO in total in a non-equilibrium geometry.

**Max |F|**: 4.138 eV/A
**HOMO-LUMO gap**: 8.61 eV
**SMILES string**: C=C=C=C.NO
**Molar mass**: 85.1 g/mol
**LUMO energy**: 0.143 eV
**E**: -7793.2804 eV
**Relative energy (zero: lowest compared OMol25 entry of this formula, charge and spin)**: 614.0 kJ/mol

XYZ file:
```
13
Properties=species:S:1:pos:R:3:forces:R:3
C 0.1787 1.9486 -0.0181 -0.18 -0.04 0.39
C 0.8261 0.8192 0.0812 0.49 -0.29 -0.78
C 1.3942 -0.3319 -0.0150 1.14 1.14 0.38
C 2.3646 -1.2189 -0.0532 -0.59 -0.41 0.32
H -0.9010 1.9909 0.0007 -0.12 -0.19 -0.06
H 0.7138 2.8890 -0.0418 0.14 -0.03 -0.01
H 2.1493 -2.2767 -0.0112 0.01 -0.13 -0.19
H 3.4065 -0.9352 -0.0211 0.03 0.19 -0.11
N -2.4430 -0.1610 0.0140 0.75 1.53 -0.73
O -1.3562 -1.0421 0.1610 1.41 -3.02 0.53
H -3.0696 -0.3293 0.8001 0.48 -0.29 -0.12
H -2.9426 -0.4159 -0.8368 0.17 -0.21 0.20
H -0.3208 -0.9368 -0.0597 -3.74 1.77 0.17
```
Forces are in eV/Å.

These are the Mulliken partial charges, in e, on atoms 1 to 5: -0.89 0.36 0.23 -0.78 0.41